Here is 2 unconnected molecules or ions with the total composition C5H14N2 in a non-equilibrium geometry from the Open Molecules 2025 dataset. Energies are from the ωB97M-V functional and the def2-TZVPD basis.

- Maximum force: 5.61 eV Å⁻¹
- Frontier orbital gap: 5.3 eV

The geometry in ORCA input format:
```
! wB97M-V def2-TZVPD RIJCOSX def2/J DEFGRID3
* xyz 2 1
C -1.0459 1.5652 -2.2854
C -1.0210 0.8073 -0.8503
C 0.4040 1.3130 -0.0471
C 0.7375 0.3324 1.2517
C 1.0925 -2.1222 1.8713
N 1.0558 -1.0670 0.8237
N -0.9770 -0.6419 -0.9318
H -1.1653 2.5627 -2.2905
H -1.9041 1.1596 -2.8906
H -0.1007 1.4783 -2.7871
H -1.9625 1.3325 -0.2259
H 1.1473 0.8837 -0.7417
H 0.4705 2.4610 0.1073
H 1.5334 0.7869 1.8324
H -0.0894 0.4581 1.9277
H 0.2076 -1.9597 2.5820
H 2.0333 -1.8669 2.4523
H 1.3281 -2.9975 1.2598
H -1.4990 -1.2270 0.7960
H 0.2769 -1.3591 0.0833
H -1.8296 -1.1247 -0.9890
*
```